Entry 1:
156
Properties=species:S:1:pos:R:3:mulliken_charge:R:1 method="wB97M-V/def2-TZVPD" total_charge=+1 relative_energy_ev=0.000 homo_lumo_gap_ha=0.225 homo_ev=-9.18
C 7.74195 -2.67191 2.01413 -1.437
C 6.40214 -2.00026 1.96556 0.688
O 5.58401 -2.10403 2.83931 -0.565
N 6.15312 -1.21511 0.84875 0.154
C 4.73905 -1.25133 0.43898 -1.340
C 3.92079 -0.21102 1.20658 0.122
C 2.71057 0.30073 0.40573 -0.878
C 1.46432 -0.59781 0.59103 -1.436
N 0.31817 0.19758 1.10926 0.660
C -0.24701 1.16553 0.08652 0.448
C -0.46325 0.56653 -1.31213 -1.052
C 0.50506 1.11581 -2.39075 -0.927
C 1.16389 0.00600 -3.17897 -0.337
F 0.22461 -0.78343 -3.79055 -0.319
C -1.51605 1.82392 0.59508 -1.648
O -2.43991 0.84063 0.99464 -0.184
C -1.97099 0.23912 2.19102 0.160
C -3.12093 -0.52214 2.85455 -1.220
C -4.47958 -0.14717 2.26506 -0.042
O -4.93076 0.93262 2.45924 -0.565
C -5.22652 -1.22509 1.54691 0.338
C -6.02521 -2.06715 2.33601 -0.221
C -6.73982 -3.09373 1.71851 -0.707
C -6.63921 -3.25953 0.33453 -0.646
C -5.84430 -2.41573 -0.44913 -0.889
C -5.12853 -1.39000 0.16636 -0.287
C -0.72551 -0.60482 1.90045 -0.996
I -1.32530 -2.28153 0.70173 0.381
C -0.02121 -1.10346 3.22396 -0.259
Br -0.63502 -2.88532 3.80725 0.015
C -0.14081 -0.06658 4.35855 0.037
C 0.63134 1.20891 3.98920 -1.117
Br 0.72946 -0.72554 5.99129 0.007
H 7.78118 -3.46992 1.27920 0.386
H 8.52526 -1.94624 1.81831 0.298
H 7.86865 -3.10289 2.99715 0.365
H 6.71405 -1.49405 0.05294 0.200
H 4.30111 -2.23789 0.59830 0.251
H 4.70104 -1.04188 -0.62520 0.726
H 3.59123 -0.60232 2.16289 0.326
H 4.57257 0.64354 1.36224 -0.446
H 2.95904 0.37110 -0.64682 0.457
H 2.51264 1.32047 0.74059 0.427
H 1.73186 -1.37614 1.29309 0.846
H 1.22157 -1.06802 -0.34836 0.735
H 0.74251 0.78367 1.83448 -0.025
H 0.48952 1.95712 -0.01448 0.646
H -1.46636 0.78552 -1.65099 0.886
H -0.38417 -0.51281 -1.33557 0.261
H 1.32058 1.69393 -1.95670 0.403
H -0.02010 1.76513 -3.08454 0.370
H 1.77565 -0.60161 -2.50806 0.110
H 1.84843 0.42332 -3.91418 0.407
H -1.34712 2.56942 1.37599 0.324
H -1.94266 2.34862 -0.25115 0.749
H -1.71962 1.07378 2.84471 0.565
H -3.01232 -1.59872 2.84565 0.370
H -3.19371 -0.21948 3.89563 0.487
H -6.07676 -1.91895 3.40345 0.471
H -7.35216 -3.74052 2.32568 0.485
H -7.19122 -4.06164 -0.13375 0.423
H -5.75602 -2.54098 -1.51639 0.709
H -4.49404 -0.71728 -0.38911 0.651
H 1.04110 -1.23692 3.06666 0.754
H -1.16095 0.12777 4.64948 0.301
H 0.99937 1.70538 4.87405 0.667
H 0.04847 1.89502 3.37666 0.183
H 1.52668 0.92139 3.43235 0.319
C 7.21061 1.16748 -3.53063 -1.583
C 8.40876 0.85611 -2.64489 -0.151
N 9.06422 -0.39089 -2.98865 0.148
C 10.01664 -0.84131 -1.98680 -0.200
C 11.24672 0.03278 -1.71808 -1.105
C 9.49783 -0.50544 -4.37257 -0.714
C 10.45430 0.56111 -4.92071 -0.953
H 6.50716 0.33206 -3.53971 0.340
H 6.69204 2.04905 -3.14986 0.445
H 7.50212 1.38201 -4.55872 0.347
H 8.04554 0.77861 -1.61482 0.320
H 9.09632 1.71537 -2.66626 0.220
H 10.34713 -1.84849 -2.25251 0.438
H 9.46983 -0.95806 -1.04322 -0.136
H 11.97693 -0.03292 -2.52238 0.246
H 11.74424 -0.30540 -0.80705 0.458
H 10.98253 1.08068 -1.57482 0.257
H 8.60536 -0.51567 -5.00382 0.376
H 9.94310 -1.49362 -4.50637 0.360
H 10.13719 1.57148 -4.65888 0.257
H 10.48048 0.50102 -6.00994 0.371
H 11.47429 0.42170 -4.56796 0.264
C -13.00802 1.00165 2.90881 -1.442
C -11.56468 1.20931 2.47457 -0.309
N -10.60590 0.59904 3.37577 0.181
C -9.23961 1.03347 3.14994 -0.952
C -8.58001 0.67579 1.81338 -0.368
C -10.78613 -0.82109 3.61628 -0.711
C -10.76960 -1.76769 2.40730 -0.669
H -13.15458 1.33188 3.93765 0.334
H -13.67260 1.58117 2.26736 0.437
H -13.31409 -0.04248 2.83402 0.295
H -11.36478 2.28388 2.45962 0.447
H -11.45343 0.85988 1.43544 0.253
H -8.62090 0.64845 3.96605 0.339
H -9.21921 2.12224 3.26144 0.392
H -8.31859 -0.38100 1.76207 -0.182
H -7.65157 1.23939 1.70051 0.285
H -9.21614 0.91814 0.96123 0.350
H -11.73684 -0.95645 4.13799 0.346
H -10.02709 -1.14144 4.33482 0.331
H -11.38486 -1.39535 1.58745 0.235
H -11.17125 -2.74029 2.69954 0.399
H -9.76172 -1.93569 2.02816 0.012
C -4.84350 -0.36673 -4.93134 -1.308
C -4.67640 -1.73294 -5.57968 -0.448
N -5.82151 -2.59742 -5.37324 0.260
C -5.56618 -3.98643 -5.71692 -0.677
C -5.25996 -4.32667 -7.17995 -1.041
C -7.10043 -2.05842 -5.80677 -0.750
C -7.24435 -1.63360 -7.27375 -0.971
H -5.07898 -0.47345 -3.87060 0.209
H -3.91052 0.19554 -5.00765 0.425
H -5.61580 0.23022 -5.41569 0.314
H -3.80772 -2.22149 -5.12894 0.478
H -4.43140 -1.59196 -6.64417 0.235
H -6.42055 -4.58133 -5.38412 0.376
H -4.72216 -4.32202 -5.10495 0.357
H -6.14934 -4.27768 -7.80598 0.225
H -4.87855 -5.34735 -7.24524 0.402
H -4.50197 -3.66790 -7.60454 0.281
H -7.33053 -1.19290 -5.17979 0.360
H -7.87485 -2.78971 -5.56495 0.392
H -6.39613 -1.03791 -7.61389 0.249
H -8.13956 -1.02010 -7.38930 0.375
H -7.35191 -2.48630 -7.94159 0.261
C 7.13095 5.61635 4.65979 -1.413
C 7.54585 4.25149 4.13100 -0.329
N 6.43517 3.32343 4.01480 0.179
C 6.84585 1.94720 3.80467 -0.997
C 7.58648 1.60566 2.50608 -0.417
C 5.31882 3.77818 3.21000 -0.434
C 5.58542 4.16604 1.74761 -0.929
H 6.58737 5.51906 5.60001 0.333
H 8.01659 6.22534 4.84080 0.442
H 6.50356 6.15976 3.95184 0.282
H 8.26352 3.81848 4.83176 0.456
H 8.08577 4.38797 3.18063 0.259
H 5.95887 1.31094 3.88543 0.345
H 7.48240 1.66108 4.64699 0.391
H 6.91530 1.60198 1.64762 -0.126
H 8.00876 0.60145 2.58356 0.171
H 8.41076 2.29023 2.30437 0.450
H 4.87194 4.64119 3.71054 0.380
H 4.54382 3.00512 3.24211 0.075
H 6.46425 4.80282 1.64733 0.320
H 4.73294 4.72618 1.35551 0.384
H 5.72244 3.29450 1.10692 0.145



Entry 2:
14
Properties=species:S:1:pos:R:3:mulliken_charge:R:1 method="wB97M-V/def2-TZVPD" total_charge=-1 relative_energy_ev=1.541 homo_lumo_gap_ha=0.234 homo_ev=-2.43
C 1.80393 0.41874 0.73539 -1.003
C 0.66874 -0.59103 0.58946 -0.157
C 0.14793 -0.33652 -0.75590 -0.828
S -1.14041 -1.53971 -1.29352 -0.653
H 2.40345 0.13658 1.66162 0.259
H 1.73327 1.54434 0.72070 0.295
H 2.43963 0.30336 -0.18937 0.267
H 1.03569 -1.51920 0.70121 0.234
H -0.35068 -0.63765 1.23094 0.158
H 0.98357 -0.50135 -1.42960 0.276
H -0.29469 0.65143 -1.01048 0.176
H -3.24266 0.17043 0.24733 0.311
H -2.66770 1.02793 -0.79248 0.309
O -3.52009 0.87265 -0.41530 -0.644



Entry 3:
19
Properties=species:S:1:pos:R:3:mulliken_charge:R:1 method="wB97M-V/def2-TZVPD" relative_energy_ev=1.119 homo_lumo_gap_ha=0.409 smiles=CC(C)[C@H]1O[C@H]1C homo_ev=-10.01
C 1.37799 1.52796 -0.96332 -1.631
C 0.71842 0.28692 -0.35513 0.635
C 1.61112 -0.35376 0.70852 -1.388
C -0.63091 0.68905 0.20332 -0.207
O -1.71816 0.68513 -0.71609 -0.500
C -1.78054 -0.20284 0.39605 0.133
C -1.78414 -1.68484 0.12226 -1.300
H 2.32087 1.27876 -1.46189 0.406
H 0.71523 2.00278 -1.69455 0.368
H 1.59840 2.26505 -0.17982 0.355
H 0.53773 -0.43933 -1.15736 0.223
H 1.76290 0.32384 1.55805 0.345
H 2.59839 -0.58573 0.29248 0.402
H 1.17909 -1.28491 1.09280 0.322
H -0.59530 1.58300 0.83571 0.434
H -2.51590 0.11162 1.14155 0.435
H -0.88070 -2.01900 -0.39551 0.322
H -2.64952 -1.95008 -0.49435 0.340
H -1.86500 -2.23362 1.06728 0.304